1.
Molecular formula: C25H37AsBrInN2OSi3
Method: DFT, wB97M-V/def2-TZVPD

Output
Molecular weight ... 735.49 g mol⁻¹
Highest occupied orbital energy ... -0.4998 Eh
F_max ... 1.20 eV/A
Energy ... -7027.60676 hartree

```
! RIJCOSX wB97M-V def2-TZVPD def2/J DEFGRID3
* xyz 2 1
In -1.8429 0.1998 -2.6300
Br -5.6934 -2.9398 2.2698
C -4.1539 -2.2724 1.3757
C -3.2344 -3.1566 0.8164
C -2.0767 -2.6651 0.2470
C -1.8200 -1.2994 0.1831
O -0.6565 -0.8571 -0.3748
C -2.8032 -0.3975 0.6443
C -2.7088 1.0406 0.5008
N -1.9925 1.6012 -0.3991
C -1.8965 2.9786 -0.5410
C -2.3080 3.9058 0.3992
C -2.1637 5.2795 0.1869
C -1.5761 5.7523 -0.9555
C -1.1419 4.8500 -1.9489
C -0.5968 5.2753 -3.1767
C -0.2476 4.3426 -4.1188
C -0.4221 2.9884 -3.8210
N -0.9263 2.5576 -2.6865
C -1.3025 3.4524 -1.7499
C -3.9439 -0.9089 1.2750
H -3.4201 -4.2187 0.8290
H -1.3414 -3.3413 -0.1649
H -3.3289 1.6078 1.1985
H -2.7576 3.5822 1.3246
H -2.5299 5.9678 0.9321
H -1.4471 6.8122 -1.1108
H -0.4895 6.3325 -3.3635
H 0.1307 4.6322 -5.0836
H -0.1441 2.2208 -4.5378
H -4.6818 -0.2277 1.6702
C 0.8345 -4.8679 0.2557
Si 1.0921 -3.4808 1.5449
C -0.1723 -3.3454 2.9667
C 2.8905 -3.4554 2.1608
As 1.0184 -1.2271 0.4019
Si 2.1141 -1.2348 -1.7912
C 0.9713 -2.1678 -3.0075
C 2.3460 0.5899 -2.2858
C 3.7213 -2.2305 -1.5626
Si 1.1730 0.7768 1.8811
C 2.7219 0.3582 2.9095
C 1.4032 2.2926 0.7498
C -0.4027 0.8766 2.9574
H -0.1149 -5.3802 0.3911
H 1.6114 -5.6229 0.3625
H 0.8769 -4.4994 -0.7679
H -0.2301 -4.2798 3.5191
H -1.1764 -3.1147 2.6166
H 0.1281 -2.5701 3.6707
H 3.1275 -4.3730 2.6898
H 3.0706 -2.6372 2.8516
H 3.5994 -3.3679 1.3421
H 0.0773 -1.5874 -3.2312
H 0.6547 -3.1291 -2.6084
H 1.4815 -2.3600 -3.9486
H 1.4122 1.1477 -2.2044
H 2.7035 0.6738 -3.3092
H 3.0904 1.0684 -1.6537
H 3.5103 -3.2849 -1.3929
H 4.3219 -1.8603 -0.7341
H 4.3385 -2.1717 -2.4543
H 3.5331 -0.0066 2.2805
H 2.5072 -0.4007 3.6592
H 3.0880 1.2330 3.4400
H 2.4412 2.3920 0.4488
H 1.1314 3.2147 1.2579
H 0.7992 2.2209 -0.1509
H -0.9560 -0.0598 2.9714
H -1.0742 1.6515 2.5984
H -0.1466 1.1236 3.9851
*
```

---

2.
Molecular formula: C2H8InO3
Method: DFT, wB97M-V/def2-TZVPD

Output
Molecular weight ... 194.90 g mol⁻¹
Expectation value of S² ... 0.7709
Highest occupied orbital energy (alpha / beta) ... -1.1037 / -1.1120 Eh
F_max ... 2.55 eV/A
Energy ... -494.43572 hartree

```
! RIJCOSX wB97M-V def2-TZVPD def2/J DEFGRID3
* xyz 4 2
In -0.1747 1.0584 -3.2855
O 1.4094 1.8680 -0.9256
H 1.0355 2.3064 -0.1612
H 2.3557 1.9643 -0.8185
C 0.2157 -0.7484 1.1323
C -0.4502 -1.2546 -0.1783
O -1.1538 -0.2050 -0.8368
O -0.7576 -0.3612 2.0961
H 0.8744 0.0703 0.8427
H 0.8800 -1.5054 1.5490
H -1.2924 -1.9239 -0.0027
H 0.2371 -1.7714 -0.8480
H -1.9329 0.0930 -0.3616
H -1.2461 0.4096 1.7981
*
```

---

3.
Molecular formula: C6H13O
Method: DFT, wB97M-V/def2-TZVPD

Output
Molecular weight ... 101.17 g mol⁻¹
Highest occupied orbital energy ... -0.0752 Eh
F_max ... 3.30 eV/A
Energy ... -311.59124 hartree

```
! RIJCOSX wB97M-V def2-TZVPD def2/J DEFGRID3
* xyz -1 1
C 2.4186 0.7694 0.7916
O 1.9907 1.9927 0.8444
C 1.1587 -0.4719 1.0693
C 0.5504 -1.1892 -0.1676
C -0.1688 -0.1872 -1.0818
C -1.2325 0.7175 -0.4028
C -2.6412 0.0801 -0.4879
H 2.9963 0.5073 1.7121
H 2.7231 0.4223 -0.2178
H 0.3666 0.0270 1.6640
H 1.5741 -1.1508 1.8177
H 1.4192 -1.6240 -0.6852
H -0.1807 -1.9663 0.1752
H 0.6143 0.4834 -1.4601
H -0.5224 -0.6816 -2.0121
H -1.1870 1.7091 -0.8796
H -0.9307 0.9711 0.5979
H -3.1625 0.1358 -1.4628
H -2.4492 -0.9422 -0.1181
H -3.3371 0.3975 0.3036
*
```

---

4.
Molecular formula: C17H22Cl5N3PdSi
Method: DFT, wB97M-V/def2-TZVPD

Output
Molecular weight ... 580.15 g mol⁻¹
Highest occupied orbital energy (alpha / beta) ... -0.5433 / -0.5433 Eh
F_max ... 0.68 eV/A
Energy ... -3543.16094 hartree

```
! RIJCOSX wB97M-V def2-TZVPD def2/J DEFGRID3
* xyz 2 1
Pd -1.5073 -0.0482 0.0569
C -1.9206 -0.0123 -2.8335
N -1.3826 0.9450 -1.8266
C -2.1588 2.2109 -1.8992
C 0.0306 1.2512 -2.1252
C 0.3421 1.8671 -3.3330
C 1.6301 2.2675 -3.6330
C 2.6431 2.0810 -2.7062
C 2.3597 1.4340 -1.5204
C 1.0727 0.9630 -1.2307
N 0.8069 0.3528 0.0099
C 1.6653 -0.4080 0.6093
C 2.7687 -1.1203 -0.0277
C 3.3376 -2.1709 0.5800
C 2.9196 -2.5822 1.9048
C 1.9532 -1.9439 2.5904
C 1.3684 -0.7394 2.0446
N 0.6603 0.0610 2.8004
C 0.3840 1.4886 2.5727
C 0.2187 -0.3638 4.1438
H -1.8542 0.4092 -3.8371
H -2.9646 -0.2086 -2.5955
H -1.3537 -0.9404 -2.7898
H -2.0805 2.6574 -2.8901
H -1.7883 2.9092 -1.1537
H -3.2083 1.9865 -1.7135
H -0.4376 2.0609 -4.0561
H 1.8334 2.7554 -4.5756
H 3.6417 2.4445 -2.9011
H 3.1371 1.3327 -0.7749
H 3.0078 -0.8813 -1.0517
H 4.0828 -2.7624 0.0673
H 3.4121 -3.4334 2.3561
H 1.7029 -2.2629 3.5890
H 0.7357 2.0067 3.4656
H -0.6920 1.6365 2.4744
H 0.8875 1.8623 1.6921
H 1.0254 -0.2212 4.8632
H -0.1008 -1.4015 4.1250
H -0.6245 0.2630 4.4189
Cl -3.6612 2.4932 1.3192
Si -3.5205 0.5919 0.6722
Cl -5.2189 0.0446 -0.2287
Cl -2.8284 -0.6198 2.2171
Cl -0.6914 -2.9365 0.9117
C -2.1106 -3.7995 0.2493
Cl -3.0799 -2.7642 -0.7864
H -2.7119 -4.1250 1.0898
H -1.7308 -4.6303 -0.3340
*
```

---

5.
Molecular formula: C35H31BrMnN3P2Se3
Method: DFT, wB97M-V/def2-TZVPD

Output
Molecular weight ... 927.32 g mol⁻¹
Expectation value of S² ... 8.7594
Highest occupied orbital energy (alpha / beta) ... -0.1684 / -0.1818 Eh
F_max ... 1.14 eV/A
Energy ... -13128.86797 hartree

```
! RIJCOSX wB97M-V def2-TZVPD def2/J DEFGRID3
* xyz -1 6
Mn -2.6533 -1.0526 0.9674
Se 1.4424 4.7831 2.0679
P 1.9010 2.9566 1.1169
C 2.1978 3.1367 -0.6689
C 2.0740 4.3847 -1.2669
C 2.4232 4.5551 -2.6010
C 2.9222 3.4843 -3.3308
C 3.0558 2.2374 -2.7335
C 2.6803 2.0593 -1.4111
C 3.4815 2.2435 1.7250
C 4.6640 2.5161 1.0356
C 5.8882 2.0952 1.5355
C 5.9494 1.4027 2.7346
C 4.7812 1.1489 3.4390
C 3.5548 1.5747 2.9492
C 0.5815 1.7358 1.3315
C -0.4985 1.2105 0.6250
N -1.1629 0.4206 1.4955
N -0.5266 0.4258 2.6529
N 0.5120 1.2249 2.5841
P -1.2183 1.3919 -0.9993
Se -3.1788 0.5492 -1.1353
C -1.2875 3.1578 -1.3685
C -0.8834 4.1037 -0.4336
C -1.0256 5.4577 -0.7106
C -1.5698 5.8680 -1.9169
C -1.9960 4.9238 -2.8473
C -1.8700 3.5732 -2.5704
C -0.1311 0.5272 -2.1613
C 0.3856 -0.6923 -1.7248
C 1.0883 -1.5048 -2.6015
C 1.2752 -1.1046 -3.9186
C 0.7663 0.1116 -4.3529
C 0.0665 0.9292 -3.4782
H 1.7156 5.2159 -0.6720
H 2.3174 5.5284 -3.0648
H 3.2074 3.6195 -4.3674
H 3.4483 1.4001 -3.2959
H 2.7979 1.0884 -0.9460
H 4.6398 3.0689 0.1083
H 6.7952 2.3128 0.9848
H 6.9049 1.0702 3.1226
H 4.8202 0.6188 4.3823
H 2.6492 1.3864 3.5066
H -0.4701 3.8002 0.5201
H -0.7075 6.1843 0.0272
H -1.6758 6.9245 -2.1317
H -2.4483 5.2431 -3.7784
H -2.2716 2.8376 -3.2565
H 0.2342 -1.0214 -0.7025
H 1.4635 -2.4584 -2.2532
H 1.8146 -1.7423 -4.6085
H 0.9189 0.4300 -5.3769
H -0.3103 1.8818 -3.8240
C -4.3379 -7.7705 3.2890
C -3.6968 -6.6121 2.5655
C -2.7381 -5.8221 3.1771
C -2.1249 -4.7553 2.5203
C -1.1080 -3.9356 3.2651
C -2.4760 -4.4802 1.1929
Se -1.5728 -3.0949 0.2079
C -3.4632 -5.2554 0.5607
C -3.9244 -4.9628 -0.8413
C -4.0504 -6.3071 1.2580
H -4.0701 -7.7701 4.3468
H -4.0180 -8.7261 2.8644
H -5.4274 -7.7303 3.2164
H -2.4644 -6.0269 4.2087
H -1.0831 -4.2236 4.3175
H -1.3392 -2.8750 3.2053
H -0.1104 -4.0618 2.8381
H -4.2981 -3.9401 -0.9140
H -4.7177 -5.6535 -1.1347
H -3.1020 -5.0385 -1.5542
H -4.8191 -6.8978 0.7645
Br -4.5912 -1.2838 2.2438
*
```

---

6.
Molecular formula: C29H36Cl2NO2Si2
Method: DFT, wB97M-V/def2-TZVPD

Output
Molecular weight ... 557.69 g mol⁻¹
Highest occupied orbital energy ... -0.3810 Eh
F_max ... 1.66 eV/A
Energy ... -2830.99766 hartree

```
! RIJCOSX wB97M-V def2-TZVPD def2/J DEFGRID3
* xyz 1 1
C -3.5534 3.4275 0.5402
Si -1.7399 3.3584 0.0610
C -1.4180 2.4835 -1.5474
C -0.8627 5.0059 0.1587
O -0.9448 2.5346 1.3451
N -1.0155 1.0931 1.1955
O -1.3834 0.6497 2.4327
Si -1.2543 1.7112 3.7876
C -2.7323 2.8316 3.8927
C -1.3420 0.3948 5.1037
C 0.4394 2.4775 3.8610
C 0.2980 0.6090 0.9334
C 1.1106 1.1715 -0.0009
C 0.6404 -0.5526 1.7553
C 1.9550 -0.6549 2.2564
C 2.2816 -1.6629 3.1636
C 1.2872 -2.5664 3.5607
C 0.0496 -2.5963 2.9112
C -0.2996 -1.5555 2.0553
H -4.1777 3.8489 -0.2649
H -3.9315 2.4195 0.7642
H -3.6861 4.0456 1.4381
H -2.3401 2.6174 -2.1373
H -0.5845 2.9411 -2.1047
H -1.2147 1.4088 -1.4309
H -1.2491 5.6944 -0.6037
H -1.0089 5.4684 1.1434
H 0.2204 4.8993 0.0012
H -2.9658 2.8352 4.9727
H -2.5546 3.8665 3.5897
H -3.6162 2.4636 3.3599
H -1.3597 0.8465 6.1096
H -2.2353 -0.2365 4.9880
H -0.4625 -0.2638 5.0393
H 0.5616 2.7374 4.9303
H 1.2516 1.7876 3.5970
H 0.5538 3.3924 3.2666
H 2.1425 0.8479 -0.0928
H 0.7294 1.9911 -0.5936
H 2.6980 0.0804 1.9249
H 3.2905 -1.7440 3.5675
H 1.4763 -3.2765 4.3618
H -0.6694 -3.4046 3.0821
H -1.2896 -1.5449 1.5905
Cl -3.3793 -6.3657 -5.8508
C -2.5927 -5.2720 -4.8102
C -2.6483 -5.4719 -3.4167
C -1.9494 -4.6050 -2.5775
C -1.1705 -3.5287 -3.1035
C -0.3250 -2.7325 -2.2368
C 0.8112 -2.0743 -2.7148
C 1.8946 -1.7390 -1.8991
C 2.9879 -0.9218 -2.3060
C 4.0354 -0.6337 -1.3766
C 5.0370 0.2822 -1.6850
C 5.0415 0.8972 -2.9493
Cl 6.2574 2.0413 -3.3155
C 4.0641 0.5824 -3.9099
C 3.0553 -0.3181 -3.5950
C -1.1794 -3.3329 -4.5153
C -1.8732 -4.1989 -5.3584
H -3.2207 -6.3140 -3.0208
H -1.9629 -4.7789 -1.4985
H -0.5254 -2.7748 -1.1730
H 0.8603 -1.8280 -3.7782
H 1.9096 -2.1443 -0.8824
H 4.0285 -1.1325 -0.4113
H 5.8124 0.5242 -0.9633
H 4.1239 1.0626 -4.8879
H 2.2907 -0.5397 -4.3466
H -0.6271 -2.4990 -4.9411
H -1.8505 -4.0656 -6.4416
*
```

---

Please write out number 2 again, unchanged.
Molecular formula: C2H8InO3
Method: DFT, wB97M-V/def2-TZVPD

Output
Molecular weight ... 194.90 g mol⁻¹
Expectation value of S² ... 0.7709
Highest occupied orbital energy (alpha / beta) ... -1.1037 / -1.1120 Eh
F_max ... 2.55 eV/A
Energy ... -494.43572 hartree

```
! RIJCOSX wB97M-V def2-TZVPD def2/J DEFGRID3
* xyz 4 2
In -0.1747 1.0584 -3.2855
O 1.4094 1.8680 -0.9256
H 1.0355 2.3064 -0.1612
H 2.3557 1.9643 -0.8185
C 0.2157 -0.7484 1.1323
C -0.4502 -1.2546 -0.1783
O -1.1538 -0.2050 -0.8368
O -0.7576 -0.3612 2.0961
H 0.8744 0.0703 0.8427
H 0.8800 -1.5054 1.5490
H -1.2924 -1.9239 -0.0027
H 0.2371 -1.7714 -0.8480
H -1.9329 0.0930 -0.3616
H -1.2461 0.4096 1.7981
*
```

---

Q: Which formula does entry 3 have?
A: C6H13O

---

Q: Among the records above, which one has the highest energy?
A: C6H13O